Record 1
{
  "formula": "C4H14N",
  "method": "ωB97M-V/def2-TZVPD",
  "symbols": ["C", "C", "H", "H", "H", "H", "H", "H", "C", "N", "C", "H", "H", "H", "H", "H", "H", "H", "H"],
  "xyz": [[-2.8317, 1.4641, -2.2345], [-1.5671, 1.5580, -3.1103], [-2.9160, 1.8672, -1.2075], [-3.1514, 0.4087, -2.2513], [-3.7117, 1.9026, -2.7437], [-1.3836, 2.5042, -3.6775], [-0.6410, 1.6386, -2.5265], [-1.6797, 0.7356, -3.8065], [1.5601, 0.3010, 1.7952], [1.9554, -1.1346, 1.8815], [0.8568, -2.1617, 1.6990], [1.9844, 0.9708, 2.5651], [1.8891, 0.7680, 0.7952], [0.4751, 0.3111, 1.9372], [2.5395, -1.2335, 2.7625], [2.7413, -1.3499, 1.1829], [1.2472, -3.0951, 2.1230], [0.8897, -2.5119, 0.6654], [-0.1321, -1.8284, 2.0675]],
  "relative_energy_ev": 1.548,
  "homo_lumo_gap_ev": [4.3, 11.9],
  "multiplicity": 2,
  "charge": 0
}

=====

Record 2
{
  "formula": "C4H14N",
  "method": "ωB97M-V/def2-TZVPD",
  "symbols": ["C", "C", "C", "N", "H", "H", "H", "H", "H", "H", "H", "H", "H", "H", "C", "H", "H", "H", "H"],
  "xyz": [[0.1322, 0.2353, 1.1033], [-0.8093, 1.1099, 0.2765], [-0.9674, 2.4972, 0.8958], [-0.1442, -1.2239, 0.8712], [1.1712, 0.3940, 0.8189], [0.0168, 0.4064, 2.1705], [-1.7887, 0.6310, 0.2842], [-0.4869, 1.1445, -0.7631], [-1.2704, 2.4272, 1.9398], [-0.0422, 3.0593, 0.7858], [-1.7549, 3.0667, 0.4041], [-1.0894, -1.4649, 1.2735], [-0.2001, -1.4304, -0.1376], [0.5738, -1.8731, 1.3085], [1.3250, -1.7946, -2.2422], [2.1146, -1.3097, -1.6690], [0.6074, -1.0320, -2.5373], [0.8475, -2.5796, -1.6623], [1.7649, -2.2634, -3.1205]],
  "relative_energy_ev": 0.203,
  "homo_lumo_gap_ev": [4.5, 13.1],
  "multiplicity": 2,
  "charge": 0
}

=====

Record 3
{
  "formula": "C4H14N",
  "method": "ωB97M-V/def2-TZVPD",
  "symbols": ["C", "C", "H", "H", "H", "H", "H", "H", "C", "N", "C", "H", "H", "H", "H", "H", "H", "H", "H"],
  "xyz": [[-3.8975, -0.0597, 0.1644], [-2.6308, 0.2983, -0.6230], [-4.2962, -0.9437, -0.3139], [-3.5737, -0.3740, 1.1623], [-4.5608, 0.7747, 0.3627], [-2.8387, 0.7363, -1.6086], [-2.1027, -0.6136, -0.8997], [-2.0211, 1.0929, -0.1890], [1.8391, -1.2339, 0.2500], [2.9102, -0.1890, 0.2472], [2.4072, 1.2027, 0.0147], [2.2440, -2.0834, 0.8024], [1.7209, -1.6762, -0.7340], [0.9185, -0.9024, 0.7040], [3.4201, -0.2085, 1.1166], [3.6318, -0.4371, -0.4263], [1.5440, 1.4319, 0.6390], [3.1233, 1.9410, 0.3713], [2.1625, 1.2437, -1.0403]],
  "relative_energy_ev": 1.012,
  "homo_lumo_gap_ev": 10.2,
  "multiplicity": 1,
  "charge": 1
}